1.
Molecular formula: C25H29N3O7
Method: DFT, ωB97M-V/def2-TZVPD

Geometry as XYZ:
```
64
Properties=species:S:1:pos:R:3:mulliken_charge:R:1
O -2.8591 -1.3238 7.0649 -0.5642
O -0.8221 -0.8797 8.8500 -0.6075
O -0.2850 -4.4348 -4.6516 -0.5469
O -3.2987 -2.9445 -0.2900 -0.5499
O -0.6082 1.7038 4.2140 -0.6200
O 1.4740 2.0790 5.9626 -0.5592
O -0.2074 1.6635 -5.1893 -0.3908
N 3.0129 -0.9750 -1.9981 -0.5986
N 1.0116 -0.5986 -0.6024 0.6852
N 2.8848 -2.4484 0.0175 -0.5502
C 1.2148 3.4882 -1.8735 -0.5836
C -0.7833 -2.1583 -3.3659 0.2489
C -0.2672 -4.5601 -2.0130 -0.3739
C -1.7776 0.1780 5.5913 -0.8016
C 0.3766 0.6015 7.4492 -0.8335
C 1.2459 1.7175 -5.4112 -0.4850
C -1.0654 -4.1730 -0.7923 -0.2351
C -2.1482 -2.9109 -0.9674 0.2961
C 0.4192 1.2431 6.2800 0.3172
C -1.4729 1.0473 -2.9287 -0.1902
C -0.6655 1.0866 5.2717 0.9026
C -1.8183 -0.4662 6.7592 0.3870
C -1.9903 -0.1239 -1.8598 0.1085
C -2.8329 0.4597 -0.5456 -0.9161
C -0.2703 -1.0114 -4.4262 -0.5302
C -1.6484 1.0035 0.5024 -0.1120
C 0.7470 -0.3352 0.8631 -0.8286
C -0.8453 -0.2096 1.2588 0.2408
C 1.4337 3.7176 -3.5077 -0.5017
C -0.5956 0.5874 -4.2646 0.2685
C 2.3144 -1.3399 -0.8397 0.3070
C -0.4423 -3.7816 -3.4830 0.1752
C -0.7477 -0.2882 7.7782 0.8456
C -1.6830 -1.7303 -2.0229 0.3687
C 2.1089 2.3777 -4.1755 -0.3402
H -0.9547 -4.6640 0.2642 0.3529
H 0.7900 2.3876 -1.7422 -0.1615
H -1.7449 2.1883 -2.7078 0.2940
H 0.3660 -1.3685 -5.3493 0.2523
H -3.5377 1.3489 -0.9142 0.3512
H 2.3644 1.5334 -3.3929 0.0790
H 1.6300 0.6613 -5.7471 0.2392
H 0.5083 -5.4552 -1.8674 0.3117
H 3.6904 -2.9400 -0.4317 0.3358
H 1.2885 0.6967 1.1212 0.2044
H 2.1803 -3.2164 0.1990 0.2238
H 1.0887 0.3102 -1.1116 -0.4235
H 1.2725 2.4245 5.0658 0.3434
H -2.5502 0.0596 4.8424 0.4649
H 1.2004 -1.1624 1.5913 0.3661
H -2.6607 -1.6646 7.9643 0.3517
H 2.1535 4.6512 -3.6048 0.3248
H 3.8838 -1.5416 -2.0927 0.1611
H 0.4099 4.2147 -1.4215 0.3038
H -2.1321 1.7451 1.3025 0.3251
H 2.2307 3.5478 -1.2684 0.3160
H 1.4159 2.4386 -6.3470 0.3064
H -1.3818 -1.2698 1.1600 0.1885
H 0.3902 4.0141 -3.9468 0.2639
H -0.9094 1.6705 -0.1305 -0.0991
H -0.8841 0.0379 2.4251 -0.2378
H -3.5145 -0.3529 -0.0495 0.3475
H 3.1408 2.7362 -4.6569 0.3708
H 1.1571 0.7078 8.1921 0.4114
```

As for the SMILES: [H]/N=C(\N)NCCCCc1cc(OCCCC)cc2c1C(=O)C=CC2=O.O=C1C=C(O)C(=O)C=C1O.

2.
Molecular formula: C5H17N3P
Method: DFT, ωB97M-V/def2-TZVPD

Geometry as XYZ:
```
26
Properties=species:S:1:pos:R:3:mulliken_charge:R:1
P -0.0364 -0.7233 -0.1455 0.9279
N 1.3898 0.0928 -0.2227 -0.0080
N -0.2991 -1.4977 -1.5715 -0.3457
N -1.2778 0.3587 0.0192 0.1225
C -1.1219 1.5796 0.8364 -1.0115
C -2.6525 0.0648 -0.3055 -1.0321
C 1.6466 1.0508 -1.3760 -1.0409
C 0.1003 -1.9445 1.1922 -1.3002
C 2.3770 0.3312 0.9185 -0.7924
H 1.9638 1.3310 1.3316 0.2829
H 1.0244 -2.5081 1.3759 0.4010
H -2.6237 -0.7071 -1.1146 0.2456
H -3.1742 -0.2786 0.5246 0.3715
H 0.8973 0.9917 -2.1985 0.3214
H -1.1717 -1.4124 -1.9386 0.1327
H -1.8303 1.5175 1.6468 0.3915
H 0.4753 -1.9869 -2.0359 0.2467
H 2.1472 -0.4374 1.6800 0.2457
H -1.3400 2.4106 0.1221 0.3165
H -3.1585 0.7443 -0.9078 0.3784
H 3.4108 0.3072 0.4889 0.3040
H -0.2499 1.8156 1.4060 0.3082
H 1.6061 1.9965 -0.9751 0.4351
H -0.6836 -2.7814 0.9699 0.2862
H -0.0849 -1.3237 2.0359 0.4604
H 2.6660 1.0090 -1.7564 0.3525
```

As for the SMILES: CN(C)[P@](C)(N)=[N+](C)C. The charge is +1.

| no. | LUMO (eV) |
| --- | --- |
| 1 | -1.9 |
| 2 | -2.5 |